Entry 1:
14
Properties=species:S:1:pos:R:3 method="wB97M-V/def2-TZVPD" energy_ha=-1007.5586 max_force_ev_per_a=5.1 molar_mass_g_mol=133.241 homo_ev="-7.5 / -8.1" e_above_lowest_kj_mol=461.1 total_charge=0 gap_ev="7.0824 / 8.2825"
C -0.22940 1.46854 0.74898
C 0.69351 0.63983 0.31430
C -1.56482 0.01853 -0.99207
C 2.04465 -0.07064 0.19213
N -0.77537 -1.04215 -0.66592
S -1.95221 1.29322 0.34224
S -1.25990 -1.87834 0.73391
H 0.08281 2.47036 1.15105
H -0.99027 0.66273 -1.69294
H -2.53670 -0.16791 -1.43194
H 2.63168 0.42897 -0.48538
H 1.71431 -1.13243 -0.11955
H 2.44575 0.03399 1.26760
H -0.30405 -2.72472 0.63759



Entry 2:
15
Properties=species:S:1:pos:R:3 method="wB97M-V/def2-TZVPD" energy_ha=-1219.5633 max_force_ev_per_a=4.0 molar_mass_g_mol=167.617 smiles="CCS(=O)(=O)[C@H](Cl)C#N" homo_ev=-10.6 e_above_lowest_kj_mol=0.0 total_charge=0 gap_ev=10.9625
C 0.43333 1.73633 0.16324
C -0.45046 1.02981 -0.76195
S 0.21784 -0.66848 -0.97509
O 1.60230 -0.50936 -1.31391
O -0.65902 -1.51097 -1.76076
C 0.24591 -1.41611 0.88860
Cl 1.23819 -2.86530 0.70394
C -1.14554 -1.62707 1.23039
N -2.25042 -1.69017 1.58229
H 0.41223 1.35453 1.14627
H 1.37819 1.70296 -0.30196
H 0.22971 2.75166 0.15054
H -0.51818 1.39715 -1.72180
H -1.47413 0.89258 -0.37498
H 0.74004 -0.57756 1.34517



Entry 3:
83
Properties=species:S:1:pos:R:3 method="wB97M-V/def2-TZVPD" s2=2.014 energy_ha=-6315.1962 max_force_ev_per_a=0.6 molar_mass_g_mol=805.672 multiplicity=3 homo_ev="-9.6 / -9.6" total_charge=+1 gap_ev="7.6210 / 7.6014"
V 1.20698 -0.67889 -0.66449
N -1.27558 -2.37472 -2.54188
C -0.40612 -3.16537 -1.86413
N 0.65290 -2.67555 -1.27022
C 1.40566 -3.67345 -0.67109
C 0.88267 -4.91201 -0.76359
S -0.59162 -4.86060 -1.66363
C 2.69739 -3.22077 -0.14147
C 3.67165 -3.91991 0.47220
S 5.07141 -2.92235 0.66969
C 4.23376 -1.61494 -0.07172
N 3.00099 -1.89066 -0.40492
N 4.78243 -0.38656 -0.24697
H -0.87394 -1.51651 -2.90377
H -1.95960 -2.81429 -3.13494
H 1.27522 -5.84260 -0.39575
H 3.67852 -4.95466 0.76106
H 5.78639 -0.31388 -0.23633
H 4.31649 0.20318 -0.92420
C 1.13756 -1.56984 4.21174
N 1.94679 -0.44501 3.76992
C 2.95242 -0.01797 4.72985
C 1.99766 -0.16845 2.43505
N 1.46824 -0.89124 1.52017
N 2.65735 1.01258 2.09844
C 2.53788 1.69413 0.90007
N 3.06573 2.94212 0.92829
N 2.00510 1.18509 -0.15725
H 0.93086 -1.44427 5.27295
H 1.65401 -2.52580 4.06996
H 0.18532 -1.60082 3.68360
H 2.49797 0.54680 5.54503
H 3.73630 0.58269 4.27664
H 3.45043 -0.89439 5.15122
H 0.97953 -1.70414 1.88171
H 2.97262 1.56862 2.87317
H 3.23176 3.41544 1.79897
H 2.92422 3.52353 0.11261
H 1.87121 1.91186 -0.86011
C 1.07550 3.07701 -4.39678
N -0.18373 3.58920 -3.87976
C -1.37618 3.56795 -4.56829
C -2.30937 4.11576 -3.76402
N -1.67351 4.46512 -2.59190
C -2.31710 5.08329 -1.44474
C -0.36926 4.12984 -2.65764
Se 0.87394 4.38339 -1.30289
H 1.23723 3.47697 -5.39584
H 1.05477 1.98860 -4.41937
H 1.86687 3.40917 -3.73083
H -1.44781 3.18051 -5.56661
H -3.35417 4.30405 -3.92205
H -3.20373 5.60701 -1.79278
H -1.62276 5.78501 -0.98859
H -2.59428 4.32960 -0.70808
C -4.03462 -2.95072 0.18881
C -3.94456 -2.03666 1.40108
C -2.99210 -0.85705 1.19782
C -2.89505 0.03185 2.47673
C -4.22558 0.47885 3.06284
C -3.51147 0.04208 0.08660
O -4.67731 0.30168 -0.06887
N -2.55221 0.63398 -0.72905
C -1.24814 0.24215 -0.74163
O -0.42314 0.68811 -1.56660
N -0.76614 -0.67140 0.10610
C -1.56187 -1.35459 0.97143
O -1.11430 -2.27741 1.63736
H -4.66151 -3.81555 0.40025
H -3.05111 -3.32772 -0.09386
H -4.47039 -2.43273 -0.66732
H -3.59116 -2.59691 2.26809
H -4.92889 -1.63639 1.63972
H -2.27941 0.90735 2.24384
H -2.33872 -0.55867 3.20946
H -4.87694 0.91903 2.30930
H -4.05189 1.22729 3.83519
H -4.76034 -0.34946 3.52544
H -2.86897 1.26649 -1.45117
F 2.76200 0.57673 -2.90128
C 1.96377 -0.53381 -2.68521
F 2.72102 -1.57517 -3.13480
F 0.96404 -0.42019 -3.63597



Entry 4:
40
Properties=species:S:1:pos:R:3 method="wB97M-V/def2-TZVPD" energy_ha=-2405.6113 max_force_ev_per_a=4.1 molar_mass_g_mol=415.274 homo_ev=-2.6 total_charge=-1 gap_ev=3.1750
Cl 7.22395 -2.58829 4.38032
C 6.02627 -2.08429 3.25766
C 5.66533 -0.73297 3.18837
C 4.70137 -0.31976 2.25967
C 4.11074 -1.25940 1.42192
S 2.84147 -0.70247 0.23637
C 1.34521 -1.01610 1.03470
Cl -0.08337 -0.61976 0.31905
O 3.05672 0.72132 0.10471
O 3.01751 -1.56664 -0.91028
C 4.46403 -2.60495 1.48023
C 5.42597 -3.02442 2.40990
H 6.13766 -0.00846 3.84427
H 4.42495 0.72910 2.18494
H 1.35655 -1.42493 2.04102
H 4.00564 -3.32263 0.80320
H 5.71571 -4.06912 2.46805
C -0.20130 3.21346 -4.18461
C -0.63786 1.85938 -3.68055
C -1.53678 1.82862 -2.51954
C -2.05926 0.63666 -2.13757
C -3.08210 0.46696 -1.12819
C -3.83629 -0.74156 -1.09551
C -4.86775 -0.92574 -0.19716
C -5.16987 0.10170 0.72480
N -6.22672 -0.08063 1.66066
O -6.48394 0.84208 2.46818
O -6.86626 -1.15811 1.64857
C -4.43183 1.30504 0.72887
C -3.40024 1.48208 -0.18109
O -0.25785 0.82130 -4.23242
H -0.85403 4.01692 -3.83950
H 0.82184 3.41023 -3.84788
H -0.19103 3.19075 -5.27675
H -1.80274 2.76948 -2.03292
H -1.77608 -0.26675 -2.68545
H -3.59582 -1.52158 -1.82152
H -5.45957 -1.83790 -0.17931
H -4.69627 2.07262 1.45338
H -2.82396 2.40877 -0.16859



Entry 5:
23
Properties=species:S:1:pos:R:3 method="wB97M-V/def2-TZVPD" energy_ha=-729.0529 max_force_ev_per_a=1.4 molar_mass_g_mol=156.165 homo_ev="-8.1 / -7.1" e_above_lowest_kj_mol=311.8 total_charge=0 gap_ev="8.6293 / 5.8106"
C 2.63552 2.60051 -0.25334
C 3.52889 -2.28621 -0.51180
C 2.77699 1.48375 0.44590
C 3.24957 -1.30491 0.33237
C -3.36478 -0.39730 -0.61998
C -2.58251 0.85149 -0.53192
C -1.86043 -0.47844 -0.29976
C -1.44136 -0.83240 1.00698
O 1.62878 -0.06705 -1.52854
P 1.99927 -0.06002 -0.09909
H 3.05424 3.54219 0.06271
H 2.11120 2.59036 -1.19654
H 4.22263 -3.08166 -0.28482
H 3.07132 -2.29764 -1.48639
H 3.26698 1.45087 1.40780
H 3.64441 -1.26592 1.33641
H -4.04770 -0.64788 0.17704
H -3.66584 -0.76494 -1.58814
H -2.32825 1.37339 -1.43917
H -2.72032 1.48724 0.32898
H -1.23087 -0.82953 -1.10662
H -0.61093 -1.49778 1.15224
H -1.92737 -0.43103 1.87645



Entry 6:
14
Properties=species:S:1:pos:R:3 method="wB97M-V/def2-TZVPD" energy_ha=-436.5258 max_force_ev_per_a=5.0 molar_mass_g_mol=116.096 homo_ev=-3.9 e_above_lowest_kj_mol=192.8 total_charge=-1 gap_ev=7.9322
C 0.10591 0.34268 0.05553
C 3.08682 -0.00086 -0.00804
C -1.04841 1.45377 0.12295
C -1.40334 -1.48457 -0.17927
N -0.09652 -0.89914 -0.12891
O 1.31268 0.81672 0.19441
O 3.28364 -0.06828 -1.16213
O 3.42948 -0.04088 1.11395
H -1.81445 0.99194 -0.40322
H -1.27838 1.52501 1.28649
H -0.47256 2.23657 -0.30817
H -1.77787 -1.11960 -1.17864
H -1.95264 -1.24082 0.74008
H -1.37436 -2.51254 -0.14504